The following is a quantum chemistry calculation of 12 unconnected molecules or ions with the total composition C24H72O24 in a non-equilibrium geometry, from the Open Molecules 2025 dataset.

The geometry in XYZ format:
```
120
Properties=species:S:1:pos:R:3:forces:R:3
H 7.3864 -30.7993 -9.2630 -0.03 -0.05 -0.14
O 6.3212 -34.1459 -14.3503 0.52 -0.71 0.14
H 9.4917 -24.9863 -12.8994 0.13 0.22 -0.08
H 15.7802 -32.9967 -8.5016 0.23 0.04 -0.05
H 6.0044 -31.1100 -8.2823 -0.43 -0.13 -0.12
H 3.6621 -25.6994 -8.1246 -0.03 0.07 0.08
O 13.6484 -33.0871 -13.7794 0.11 -0.14 -0.15
H 8.4657 -33.0403 -14.1886 -0.17 0.11 -0.06
H 10.1583 -27.6475 -9.6230 -0.26 0.16 -0.09
H 11.9607 -25.8380 -15.9876 -0.50 0.30 -0.25
H 5.3751 -25.7618 -12.3429 0.02 -0.05 0.14
O 10.3221 -30.7750 -11.1417 -0.15 0.30 0.19
O 7.4746 -25.2938 -8.5200 -0.57 -0.14 0.27
C 14.2442 -33.1339 -9.6789 0.56 0.49 -0.33
H 13.1188 -25.8870 -14.1292 0.19 -0.09 -0.24
H 4.6681 -27.0063 -9.3652 0.35 -0.37 -0.14
O 6.6720 -28.0427 -15.7175 -0.65 0.43 -0.03
C 6.3953 -27.8532 -14.3409 1.40 -0.96 1.04
O 11.0526 -27.7026 -15.9577 0.10 0.47 -0.17
H 9.3304 -22.7361 -17.0721 -0.13 0.05 0.02
H 10.0238 -27.9467 -13.0294 0.28 -0.11 -0.07
H 8.5913 -33.7184 -7.9207 -0.06 0.14 -0.09
O 11.2618 -25.6845 -11.1724 -0.29 -0.04 0.13
H 12.6468 -30.5704 -10.7591 0.06 -0.12 0.15
C 10.3352 -25.5695 -10.0776 0.58 -0.06 -0.20
O 8.6514 -24.6836 -13.2611 0.22 -0.22 -0.02
H 10.6192 -32.6938 -8.3380 0.72 -0.37 0.08
H 12.1313 -25.5890 -10.7669 0.08 -0.14 -0.13
H 13.9527 -25.6274 -12.6109 -0.33 -0.19 0.20
C 8.7083 -23.3485 -15.2962 0.70 -0.63 -0.47
H 12.8205 -32.3769 -15.5883 0.49 0.08 0.06
O 15.6346 -32.8341 -9.4370 -0.41 0.02 0.25
H 10.0467 -32.6105 -9.9527 0.02 -0.20 0.16
H 11.7025 -25.5060 -18.4212 0.05 -0.22 -0.38
H 9.0645 -33.4856 -12.6288 -0.29 -0.54 0.12
H 11.5888 -29.8397 -12.4396 -0.30 0.07 -0.38
H 6.1785 -25.3575 -10.1570 -0.14 0.75 0.66
O 11.1122 -34.2763 -14.4560 0.49 -0.16 0.32
O 8.2831 -34.4617 -9.8730 0.22 0.83 -0.10
C 8.1701 -33.1144 -13.1414 1.16 0.10 0.21
C 6.9778 -34.0565 -13.0706 -0.87 1.52 -0.14
H 7.3498 -27.6484 -13.8280 -0.11 0.35 0.00
H 6.1954 -33.6244 -12.4357 0.49 -0.18 0.68
H 11.2318 -28.8960 -11.0330 -0.15 -0.32 0.34
C 5.5902 -30.2180 -10.2267 -1.10 0.24 0.93
O 15.1271 -26.5483 -13.9705 0.44 -0.66 -0.15
H 13.7374 -29.1665 -14.2134 0.06 0.08 -0.11
O 5.2886 -26.6895 -12.5789 0.35 0.30 -0.05
H 4.5444 -30.5320 -10.3057 0.19 -0.38 -0.46
H 12.4338 -27.6186 -12.3615 -0.02 0.13 0.03
H 9.5650 -35.1298 -8.4927 -0.01 0.27 0.72
H 7.7005 -22.9569 -15.1174 0.03 0.21 -0.44
C 13.3321 -27.6911 -12.9663 0.93 0.86 -0.40
H 9.3352 -25.5928 -10.5059 -0.07 0.27 0.09
H 12.6687 -31.3494 -14.1093 0.30 0.14 -0.28
C 10.4595 -26.7246 -9.1185 -0.06 -0.90 -0.16
H 11.6527 -27.9312 -15.2271 -0.20 -0.47 -0.12
H 5.6462 -27.3583 -7.8990 0.06 -0.09 -0.11
C 13.8374 -26.3386 -13.4385 -0.25 0.78 0.26
H 15.3915 -25.9951 -14.7062 -0.47 0.27 0.00
H 14.5060 -32.0761 -11.4878 0.03 0.36 0.07
H 10.1636 -25.8052 -17.5842 0.14 0.35 -0.23
H 7.0230 -26.7457 -9.9115 -0.03 -0.38 0.56
H 10.5267 -24.6201 -9.5735 -0.30 0.04 0.07
H 7.1678 -32.8988 -9.8920 -0.03 -0.14 0.23
H 13.4660 -34.0274 -13.8967 0.00 0.01 -0.08
C 9.6787 -28.8086 -12.4643 -1.03 -1.34 -0.05
H 4.4478 -26.9191 -14.4401 0.07 -0.42 0.08
C 9.1491 -34.1488 -8.7541 0.35 -1.60 -0.40
H 14.1875 -34.1581 -10.0555 -0.26 -0.02 0.17
C 11.7861 -26.6931 -16.6568 1.35 -0.12 0.63
C 8.6801 -24.7713 -14.7174 -1.00 1.06 2.19
H 7.6485 -25.0707 -14.8937 0.40 -0.86 -0.77
H 7.2975 -35.0080 -12.6575 -0.25 -0.35 -0.52
H 9.4040 -22.6234 -14.8657 0.20 -0.46 0.41
O 10.7323 -27.3551 -18.7644 0.80 0.13 0.14
H 11.2627 -34.2753 -10.6039 -0.04 -0.01 -0.03
H 12.8200 -27.0454 -16.8093 -0.23 -0.27 -0.43
C 11.1029 -26.2642 -17.9239 -1.45 -0.15 0.92
H 9.4406 -25.4910 -15.0022 -0.02 0.19 -0.64
C 12.6799 -32.3687 -14.5014 -1.06 -0.25 0.10
C 11.2674 -32.8760 -14.2405 -0.61 0.17 -0.18
H 11.9494 -27.8263 -8.4886 0.05 0.00 0.02
O 11.3988 -34.1351 -9.6631 0.24 -0.08 0.29
O 8.6353 -28.4104 -11.5423 0.58 0.30 0.15
H 9.7657 -26.5698 -8.2876 0.19 0.10 0.14
H 10.9698 -32.6292 -13.2172 0.11 -0.20 0.09
H 7.3917 -28.6772 -15.7633 0.01 0.02 -0.11
H 5.4739 -29.2567 -9.7027 0.44 0.14 -0.18
O 9.0475 -23.5606 -16.6686 -0.34 0.28 -0.11
H 14.1844 -28.0373 -12.3744 -0.35 -0.72 0.04
H 10.5529 -32.3670 -14.8958 0.23 0.36 0.06
H 10.5553 -34.4354 -15.2204 0.04 0.06 -0.04
O 6.3023 -32.4700 -9.8413 -0.29 -0.06 -0.19
H 7.0100 -29.6261 -11.3124 0.03 0.23 -0.63
H 13.6629 -32.9939 -8.7682 -0.09 -0.26 -0.01
H 5.7827 -33.3547 -14.4308 -0.02 0.00 -0.06
O 6.1824 -30.1027 -11.4933 0.15 0.15 0.49
O 7.9904 -31.7814 -12.6624 -0.37 -0.07 -0.06
C 10.7694 -29.5851 -11.7562 0.55 0.94 0.16
H 10.6261 -28.0943 -18.1523 -0.12 -0.09 -0.16
C 6.5160 -25.9668 -9.3093 0.49 -0.66 -1.83
C 5.4371 -26.7548 -13.9910 -1.10 0.27 -1.24
C 13.7167 -32.1881 -10.7374 -0.11 -0.86 -0.27
H 9.3814 -30.8865 -11.3354 0.04 -0.18 -0.30
C 10.3513 -33.3337 -9.1801 -1.38 0.88 -0.60
O 13.0716 -28.4784 -14.1330 -0.11 -0.34 0.49
H 7.3532 -25.6376 -7.6278 0.18 0.26 0.11
H 6.0785 -28.7863 -13.8561 -0.37 0.05 -0.18
H 5.7185 -25.8070 -14.4628 0.44 0.06 0.42
O 4.5862 -25.5921 -7.8914 0.33 -0.13 -0.09
H 7.4306 -31.8007 -11.8714 -0.41 0.06 -0.27
H 12.8900 -32.6838 -11.2609 0.00 0.13 0.15
C 5.3383 -26.5870 -8.6139 -0.65 0.69 0.45
H 9.1697 -29.5523 -13.0921 0.29 0.34 -0.59
C 6.3434 -31.1579 -9.3234 1.05 0.12 0.12
H 8.4042 -27.5073 -11.7860 -0.27 -0.02 0.15
O 11.8142 -26.9007 -8.7049 -0.05 0.55 0.07
H 7.7692 -35.2418 -9.6493 -0.07 0.01 0.03
O 13.2823 -30.9732 -10.1603 0.17 0.32 0.07
```
Forces are in eV/Å.

Computed properties:
molecular weight = 744.82 g/mol
spin multiplicity = 1
orbital gap = 10.1 eV
net charge = 0
E = -75188.3689 eV
SMILES = OCCO.OCCO.OCCO.OCCO.OCCO.OCCO.OCCO.OCCO.OCCO.OCCO.OCCO.OCCO
max |F| = 2.6 eV/Å

Results of the Mulliken charge analysis, in e, for atoms 1 through 8: number 1, H, carries 0.079; number 2, O, carries -0.616; number 3, H, carries 0.225; number 4, H, carries 0.327; number 5, H, carries 0.525; number 6, H, carries 0.327; number 7, O, carries -0.473; number 8, H, carries 0.340